{"formula": "C4H11CuO2", "method": "ωB97M-V with the def2-TZVPD basis set", "species": ["H", "C", "H", "H", "H", "O", "C", "C", "O", "C", "Cu", "H", "H", "H", "H", "H", "H", "H"], "positions_angstrom": [[1.622, -2.504, -3.671], [1.149, -1.880, -2.836], [0.193, -1.542, -3.254], [1.861, -1.061, -2.676], [1.062, -2.580, -1.995], [-0.031, -0.407, -0.891], [0.761, -0.250, 0.248], [0.248, 0.884, 1.131], [-1.181, 0.732, 1.246], [-1.796, 1.605, 2.187], [-1.748, 0.022, -0.409], [1.809, -0.011, -0.008], [0.784, -1.181, 0.846], [0.448, 1.868, 0.679], [0.692, 0.846, 2.136], [-2.877, 1.439, 2.134], [-1.432, 1.370, 3.196], [-1.565, 2.650, 1.938]], "mulliken_charge": [0.31, -0.95, 0.18, 0.22, 0.23, -0.37, -0.17, -0.43, -0.31, -0.70, 0.77, 0.34, 0.31, 0.33, 0.35, 0.29, 0.26, 0.34], "charge": 1, "relative_energy_kcal_mol": 0.0, "gap_ev": [9.522, 7.632], "energy_ev": -53050.873, "spin_multiplicity": 2, "lumo_energy_ev": [-5.461, -7.101]}



{"formula": "C4H11FInOS", "method": "ωB97M-V with the def2-TZVPD basis set", "species": ["F", "In", "S", "H", "H", "H", "C", "C", "C", "O", "C", "H", "H", "H", "H", "H", "H", "H", "H"], "positions_angstrom": [[0.027, 0.993, 2.624], [0.912, -0.734, 3.512], [1.164, -2.531, 1.741], [2.582, -0.329, 4.142], [-0.176, -1.322, 4.844], [2.541, -2.569, 1.360], [-1.428, 0.001, -1.707], [-1.054, 0.923, -0.575], [0.456, 0.824, -0.572], [0.859, 0.572, -1.925], [-0.306, 0.240, -2.693], [-2.416, 0.202, -2.129], [-1.407, -1.039, -1.361], [-1.361, 1.948, -0.814], [-1.501, 0.646, 0.384], [0.799, -0.016, 0.041], [0.935, 1.738, -0.209], [-0.527, 1.089, -3.348], [-0.100, -0.636, -3.315]], "mulliken_charge": [-0.70, 0.83, -0.68, -0.27, -0.27, 0.09, -0.47, -0.52, -0.01, -0.44, -0.47, 0.32, 0.25, 0.25, 0.30, -0.02, 0.27, 0.26, 0.26], "charge": -1, "relative_energy_kcal_mol": 9.4, "gap_ev": 8.314, "energy_ev": -25101.840, "lumo_energy_ev": 3.232}